Record 1
Entry from the Open Molecules 2025 dataset: a 2-piece molecular cluster, C7H14O overall at a distorted geometry (the ωB97M-V functional and the def2-TZVPD basis).

The geometry in XYZ format:
```
22
C7H14O (the ωB97M-V functional and the def2-TZVPD basis)
C 2.185 -0.314 -2.192
C 1.081 -1.018 -1.372
C -0.118 -0.134 -1.189
C -0.621 -0.135 0.243
C 0.049 0.134 1.390
C -2.555 -1.768 0.380
C -1.983 -0.612 0.429
H 3.170 -0.436 -1.834
H 2.128 0.766 -2.098
H 1.987 -0.431 -3.240
H 0.769 -2.025 -1.855
H 1.587 -1.506 -0.460
H -1.128 -0.191 -1.849
H 0.254 0.825 -1.525
H 0.947 0.720 1.374
H -0.299 -0.138 2.312
H -2.043 -2.819 0.193
H -3.676 -1.930 0.485
H -2.660 0.270 0.686
H -0.407 3.235 3.131
H 0.813 4.198 3.574
O 0.519 3.310 3.418
```

The value obtained for the LUMO energy is 0.0299 hartree. Its relative energy (zero: lowest compared OMol25 entry of this formula, charge and spin) is 80.1 kcal per mole. Its SMILES is C=CC(=C)CCC.O. The value obtained for the total energy is -350.23177 Eh.

=====

Record 2
Entry from the Open Molecules 2025 dataset: C7H14O2 as an isolated structure at a distorted geometry (the ωB97M-V functional and the def2-TZVPD basis).

The geometry in XYZ format:
```
23
C7H14O2 (the ωB97M-V functional and the def2-TZVPD basis)
C -0.388 0.759 -0.407
C -0.802 -0.550 -0.040
C 1.182 -0.431 -0.355
C -1.400 -0.943 1.306
C -0.659 1.215 -1.806
C -0.245 1.826 0.632
C 1.652 -1.200 0.868
O -2.576 -0.599 0.755
O 1.375 -1.092 -1.561
H 1.032 -1.991 -1.490
H -1.040 -1.231 -0.853
H 1.768 0.485 -0.438
H -1.233 -2.018 1.522
H -1.025 -0.318 2.142
H -1.733 1.421 -1.876
H -0.100 2.114 -2.060
H -0.434 0.429 -2.526
H -1.252 2.194 0.851
H 0.166 1.452 1.567
H 0.363 2.654 0.269
H 1.447 -0.648 1.783
H 1.172 -2.176 0.930
H 2.731 -1.352 0.785
```

The value obtained for the LUMO energy is 0.0207 hartree. Its relative energy (zero: lowest compared OMol25 entry of this formula, charge and spin) is 100.4 kcal per mole. The value obtained for the total energy is -425.44524 Eh.

=====

Record 3
Entry from the Open Molecules 2025 dataset: a single C7H14O2 molecule at a distorted geometry (the ωB97M-V functional and the def2-TZVPD basis).

The geometry in XYZ format:
```
23
C7H14O2 (the ωB97M-V functional and the def2-TZVPD basis)
C -0.594 0.087 -0.231
C 0.881 0.409 1.242
C -0.725 -0.572 -1.615
C -1.091 1.533 -0.374
C -1.543 -0.678 0.709
C 1.992 -1.218 -0.187
C 1.253 0.147 -0.179
O 1.094 1.627 1.738
O 1.782 1.100 -0.836
H 0.866 1.659 2.677
H 1.002 -0.407 1.965
H -0.052 -0.096 -2.329
H -0.538 -1.646 -1.579
H -1.734 -0.448 -2.012
H -0.423 2.097 -1.021
H -2.099 1.561 -0.791
H -1.178 2.037 0.590
H -1.648 -0.204 1.688
H -2.562 -0.672 0.319
H -1.222 -1.712 0.839
H 2.930 -1.114 0.359
H 1.412 -2.030 0.255
H 2.198 -1.460 -1.225
```

The value obtained for the LUMO energy is 0.0085 hartree. Its relative energy (zero: lowest compared OMol25 entry of this formula, charge and spin) is 89.9 kcal per mole. The value obtained for the total energy is -425.46200 Eh.

=====

> Which of these has the highest LUMO?

C7H14O